# 1
DFT (ωB97M-V with the def2-TZVPD basis set) results for C32H73N3O11Sr2 as an isolated structure at a distorted geometry.

CARTESIAN COORDINATES (ANGSTROEM)
Sr: -9.62 19.20 -22.51
Sr: -12.79 17.53 -19.86
C: -15.01 18.43 -23.66
C: -14.28 18.12 -22.39
O: -14.78 17.27 -21.58
O: -13.19 18.72 -22.15
H: -14.41 18.20 -24.53
H: -15.30 19.48 -23.68
H: -15.97 17.91 -23.62
C: -9.78 14.92 -21.99
C: -10.12 16.35 -22.34
O: -9.57 16.79 -23.36
O: -10.82 17.03 -21.58
H: -8.83 14.94 -21.46
H: -9.71 14.25 -22.85
H: -10.55 14.60 -21.30
C: -12.84 15.13 -24.34
O: -12.47 14.14 -25.27
H: -12.51 16.10 -24.71
H: -13.88 15.25 -24.04
H: -12.20 14.92 -23.48
H: -11.55 14.28 -25.51
O: -10.89 16.38 -18.52
H: -10.03 16.65 -18.84
H: -10.73 15.57 -18.05
O: -6.67 16.30 -24.05
H: -7.39 16.76 -23.63
H: -5.89 16.80 -23.81
O: -10.14 15.34 -25.74
H: -10.13 15.88 -24.95
H: -9.37 14.78 -25.66
C: -12.16 11.88 -19.68
C: -11.29 10.75 -18.96
C: -9.75 10.91 -19.43
C: -8.79 10.23 -18.57
C: -8.94 10.54 -17.11
C: -10.38 10.40 -16.53
N: -11.39 10.95 -17.51
O: -12.65 10.80 -16.99
C: -10.54 8.88 -16.15
C: -10.48 11.21 -15.21
C: -11.69 9.29 -19.36
H: -13.21 11.71 -19.41
H: -12.16 11.85 -20.77
H: -11.90 12.91 -19.41
H: -9.67 10.58 -20.47
H: -9.45 11.95 -19.38
H: -7.75 10.46 -18.82
H: -8.81 9.15 -18.76
H: -8.71 11.60 -17.02
H: -8.24 9.84 -16.64
H: -10.18 8.30 -17.00
H: -9.83 8.61 -15.37
H: -11.52 8.52 -15.84
H: -11.46 11.05 -14.75
H: -9.74 10.86 -14.49
H: -10.38 12.27 -15.41
H: -11.77 9.27 -20.45
H: -12.72 9.16 -19.03
H: -11.06 8.48 -19.00
H: -12.83 9.86 -16.89
C: -4.90 12.94 -19.41
C: -4.97 12.64 -20.92
C: -3.91 13.48 -21.69
C: -2.49 12.89 -21.61
C: -2.51 11.39 -22.02
C: -3.51 10.51 -21.30
N: -4.86 11.18 -21.34
O: -5.77 10.32 -20.70
C: -3.55 9.27 -22.16
C: -2.93 10.22 -19.90
C: -6.30 13.19 -21.48
H: -5.19 12.07 -18.83
H: -5.59 13.76 -19.23
H: -3.89 13.26 -19.14
H: -4.08 13.65 -22.75
H: -3.82 14.49 -21.30
H: -2.07 13.02 -20.61
H: -1.78 13.37 -22.28
H: -1.48 11.12 -21.79
H: -2.67 11.33 -23.10
H: -3.80 9.54 -23.19
H: -2.55 8.85 -22.21
H: -4.28 8.55 -21.79
H: -2.98 11.15 -19.33
H: -3.55 9.57 -19.28
H: -1.91 9.85 -19.91
H: -6.40 13.02 -22.56
H: -6.39 14.28 -21.48
H: -7.13 12.68 -20.99
H: -6.58 10.45 -21.19
C: -11.62 10.98 -25.88
C: -10.28 10.46 -25.35
C: -10.51 8.98 -24.87
C: -9.30 8.17 -24.69
C: -8.47 8.24 -25.93
C: -8.04 9.70 -26.31
N: -9.22 10.55 -26.40
O: -8.97 11.82 -26.93
C: -6.94 10.15 -25.25
C: -7.35 9.63 -27.68
C: -9.94 11.25 -24.05
H: -12.25 11.34 -25.06
H: -12.18 10.22 -26.43
H: -11.56 11.83 -26.55
H: -11.00 8.94 -23.90
H: -11.07 8.49 -25.66
H: -9.57 7.13 -24.50
H: -8.71 8.63 -23.90
H: -9.06 7.78 -26.72
H: -7.52 7.75 -25.71
H: -6.00 9.61 -25.32
H: -6.69 11.21 -25.35
H: -7.30 10.02 -24.23
H: -6.90 10.57 -27.97
H: -6.52 8.92 -27.74
H: -8.09 9.29 -28.41
H: -10.84 11.39 -23.45
H: -9.48 12.22 -24.27
H: -9.16 10.83 -23.42
H: -8.54 12.27 -26.20

Properties
**Total charge**: +3
**Kohn-Sham gap (spin up / spin down)**: 3.05 / 3.01 eV
**LUMO (spin up / spin down)**: -10.26 / -10.29 eV
**Spin multiplicity**: 2
**Highest occupied orbital energy (spin up / spin down)**: -0.4890 / -0.4887 Eh
**Total energy**: -63005.203 eV



# 2
DFT (ωB97M-V with the def2-TZVPD basis set) results for a 2-piece molecular cluster, C3H8NPS overall at a distorted geometry.

CARTESIAN COORDINATES (ANGSTROEM)
C: 1.67 0.69 0.33
C: -1.60 0.33 0.07
C: -0.60 1.30 0.58
N: 0.55 1.05 -0.17
P: 0.78 -2.87 0.15
S: 3.20 0.68 -0.09
H: -1.90 0.51 -1.04
H: -1.07 -0.68 0.07
H: -2.52 0.19 0.66
H: -1.04 2.32 0.37
H: -0.20 1.23 1.63
H: 0.46 1.19 -1.23
H: 0.83 -3.91 -0.68
H: 1.42 -2.01 -0.66

Properties
**Kohn-Sham gap (spin up / spin down)**: 8.39 / 6.19 eV
**LUMO (spin up / spin down)**: -0.44 / -1.27 eV
**Spin multiplicity**: 1
**Highest occupied orbital energy (spin up / spin down)**: -0.3247 / -0.2740 Eh
**Total energy**: -24850.672 eV
**Relative energy (zero: lowest compared OMol25 entry of this formula, charge and spin)**: 363.7 kJ/mol



# 3
DFT (ωB97M-V with the def2-TZVPD basis set) results for a 7-piece molecular cluster, C12H41N3O7 overall at a distorted geometry.

CARTESIAN COORDINATES (ANGSTROEM)
C: -0.06 0.58 -2.04
O: -1.36 0.08 -2.27
C: -2.30 1.12 -2.01
C: -3.70 0.49 -2.09
C: -4.06 -0.12 -3.44
N: -4.70 1.35 -1.49
H: 0.03 0.94 -1.02
H: 0.25 1.42 -2.68
H: 0.70 -0.19 -2.14
H: -2.12 1.53 -1.01
H: -2.16 1.94 -2.72
H: -3.61 -0.37 -1.42
H: -4.94 -0.77 -3.38
H: -3.30 -0.88 -3.68
H: -4.02 0.54 -4.30
H: -5.64 1.04 -1.32
H: -4.80 2.17 -2.10
C: 6.24 1.13 -0.30
O: 5.44 0.17 -0.96
C: 5.62 -1.12 -0.37
C: 4.53 -2.08 -0.78
C: 4.43 -2.40 -2.28
N: 3.22 -1.66 -0.24
H: 5.97 2.14 -0.62
H: 7.32 0.99 -0.43
H: 5.99 1.09 0.76
H: 6.61 -1.57 -0.46
H: 5.54 -1.00 0.71
H: 4.77 -3.01 -0.26
H: 5.44 -2.58 -2.66
H: 3.99 -1.57 -2.83
H: 3.76 -3.24 -2.44
H: 2.61 -2.41 -0.56
H: 2.81 -0.82 -0.66
C: -6.22 0.57 3.10
O: -5.28 -0.33 2.62
C: -4.10 0.22 2.09
C: -3.05 -0.83 1.70
C: -2.75 -1.85 2.80
N: -1.84 -0.25 1.17
H: -7.22 0.18 2.88
H: -6.29 1.57 2.66
H: -6.20 0.66 4.20
H: -4.14 0.91 1.24
H: -3.65 0.85 2.87
H: -3.52 -1.44 0.92
H: -2.50 -1.30 3.71
H: -1.89 -2.45 2.53
H: -3.64 -2.44 3.03
H: -2.02 0.57 0.61
H: -1.27 0.06 1.95
O: 1.72 3.38 1.69
H: 1.32 2.56 1.35
H: 2.51 3.50 1.15
O: 1.33 0.58 1.26
H: 0.80 -0.22 1.22
H: 1.99 0.47 0.54
O: 2.89 -0.24 3.61
H: 3.11 -1.05 3.14
H: 2.08 0.07 3.19
O: 2.82 1.05 -1.00
H: 3.69 0.61 -1.04
H: 2.85 1.69 -1.72

Properties
**Structure (SMILES)**: COC[C@H](C)N.COC[C@H](C)N.COC[C@H](C)N.O.O.O.O
**Kohn-Sham gap**: 9.64 eV
**LUMO**: 0.36 eV
**Spin multiplicity**: 1
**Highest occupied orbital energy**: -0.3409 Eh
**Total energy**: -31909.865 eV
**Relative energy (zero: lowest compared OMol25 entry of this formula, charge and spin)**: 123.1 kJ/mol



# 4
DFT (ωB97M-V with the def2-TZVPD basis set) results for a 2-piece molecular cluster, C5H15NO overall at a distorted geometry.

CARTESIAN COORDINATES (ANGSTROEM)
C: 1.59 -0.08 -0.46
C: 0.62 0.80 0.36
C: 0.27 0.10 1.67
C: -0.63 1.16 -0.48
C: -1.51 2.18 0.21
N: -1.43 -0.03 -0.89
H: 1.74 0.36 -1.45
H: 1.24 -1.10 -0.60
H: 2.55 -0.04 0.05
H: 1.09 1.75 0.61
H: -0.26 0.78 2.36
H: -0.25 -0.84 1.53
H: 1.17 -0.07 2.27
H: -0.21 1.60 -1.40
H: -2.19 2.70 -0.46
H: -1.92 1.85 1.16
H: -0.83 2.98 0.53
H: -0.86 -0.86 -0.82
H: -2.10 -0.09 -0.12
O: 0.96 -4.58 -1.53
H: 0.74 -4.44 -0.59
H: 0.22 -4.12 -1.95

Properties
**Structure (SMILES)**: CC(C)[C@H](C)N.O
**Kohn-Sham gap**: 10.05 eV
**LUMO**: 0.60 eV
**Spin multiplicity**: 1
**Highest occupied orbital energy**: -0.3473 Eh
**Total energy**: -8965.711 eV
**Relative energy (zero: lowest compared OMol25 entry of this formula, charge and spin)**: 62.5 kJ/mol



# 5
DFT (ωB97M-V with the def2-TZVPD basis set) results for C9H20MgNO as an isolated structure at a distorted geometry.

CARTESIAN COORDINATES (ANGSTROEM)
C: 4.86 0.64 -0.63
C: 3.94 0.80 0.59
C: 3.26 -0.51 1.01
C: 2.30 -1.07 -0.05
N: 1.12 -0.15 -0.23
C: -0.03 -0.56 0.29
O: -1.09 0.16 -0.06
C: -2.34 -0.61 -0.25
C: -3.47 0.40 -0.38
C: -4.84 -0.19 -0.04
C: -5.73 0.90 0.63
H: 4.43 -0.02 -1.39
H: 5.80 0.23 -0.27
H: 5.08 1.59 -1.11
H: 4.58 1.09 1.42
H: 3.20 1.59 0.45
H: 2.64 -0.31 1.89
H: 3.98 -1.28 1.26
H: 2.80 -1.14 -1.01
H: 2.01 -2.07 0.26
H: 0.92 0.00 -1.22
H: -0.01 -0.64 1.40
H: -2.20 -1.17 -1.18
H: -2.51 -1.34 0.54
H: -3.20 1.22 0.30
H: -3.42 0.77 -1.40
H: -5.34 -0.56 -0.93
H: -4.71 -0.98 0.69
H: -5.94 0.64 1.66
H: -6.68 0.95 0.10
H: -5.25 1.88 0.62
Mg: 5.81 -0.25 -2.95

Properties
**Total charge**: +1
**Kohn-Sham gap**: 3.20 eV
**LUMO**: -5.67 eV
**Spin multiplicity**: 1
**Highest occupied orbital energy**: -0.3257 Eh
**Total energy**: -18629.865 eV
**Relative energy (zero: lowest compared OMol25 entry of this formula, charge and spin)**: 0.0 kJ/mol



# 6
DFT (ωB97M-V with the def2-TZVPD basis set) results for C12H21CoI2N5O as an isolated structure.

CARTESIAN COORDINATES (ANGSTROEM)
Co: -0.08 -0.33 -0.48
N: 0.49 0.04 -2.56
C: 1.12 -1.16 -3.16
C: 2.07 -1.73 -2.14
N: 1.28 -1.97 -0.90
H: -0.24 0.39 -3.17
H: 1.18 0.79 -2.53
H: 1.64 -0.94 -4.10
H: 0.33 -1.88 -3.38
H: 2.85 -1.01 -1.90
H: 2.55 -2.64 -2.50
H: 1.89 -2.27 -0.14
H: 0.68 -2.78 -1.07
I: -2.15 0.16 1.99
C: -0.13 -0.08 2.52
C: 0.21 -0.02 3.85
C: 1.56 -0.17 4.17
C: 2.48 -0.35 3.15
C: 2.03 -0.40 1.85
N: 0.73 -0.28 1.52
H: -0.53 0.13 4.62
H: 1.88 -0.13 5.20
H: 3.54 -0.46 3.36
H: 2.73 -0.53 1.03
C: 0.23 4.81 1.34
C: 0.39 4.35 -0.12
C: 0.17 2.90 -0.27
N: -0.01 1.77 -0.37
H: 0.33 5.89 1.37
H: 1.00 4.37 1.97
H: -0.75 4.54 1.73
H: 1.39 4.55 -0.49
H: -0.31 4.85 -0.79
N: -2.97 -3.36 -0.31
C: -2.74 -2.25 -0.99
O: -1.66 -1.65 -0.99
C: -3.90 -1.69 -1.80
I: -4.96 -0.24 -0.65
H: -2.24 -3.76 0.25
H: -3.84 -3.87 -0.37
H: -4.68 -2.41 -2.05
H: -3.57 -1.17 -2.69

Properties
**Total charge**: +3
**Kohn-Sham gap (spin up / spin down)**: 8.27 / 3.93 eV
**LUMO (spin up / spin down)**: -10.07 / -14.32 eV
**Spin multiplicity**: 5
**Highest occupied orbital energy (spin up / spin down)**: -0.6740 / -0.6710 Eh
**Total energy**: -76084.918 eV
**Relative energy (zero: lowest compared OMol25 entry of this formula, charge and spin)**: 4.8 kJ/mol



# 7
DFT (ωB97M-V with the def2-TZVPD basis set) results for C14H30BrF9O6SSi2 as an isolated structure at a distorted geometry.

CARTESIAN COORDINATES (ANGSTROEM)
C: 2.04 -1.33 3.06
C: 2.38 0.08 2.55
C: 1.17 1.05 2.43
Br: -0.04 0.72 3.98
Si: 0.14 0.83 0.86
C: 1.11 1.19 -0.71
C: 0.24 1.48 -1.95
C: 1.09 2.11 -3.05
F: 2.39 1.92 -2.90
F: 0.92 3.42 -3.08
F: 0.74 1.63 -4.22
O: -0.64 -0.67 0.93
Si: -0.28 -1.81 -0.20
C: 1.50 -2.34 -0.32
S: -1.40 -3.61 0.49
O: -0.45 -4.35 1.27
O: -2.55 -3.24 1.26
C: -1.82 -4.74 -0.91
F: -0.72 -4.98 -1.60
F: -2.73 -4.20 -1.69
C: -2.35 -6.13 -0.40
F: -2.92 -6.04 0.77
F: -3.26 -6.55 -1.25
F: -1.39 -6.99 -0.32
C: -1.24 2.14 0.96
C: -2.50 1.79 0.18
F: -0.75 3.41 0.65
H: 1.08 -1.69 2.70
H: 2.79 -1.99 2.62
H: 2.06 -1.40 4.14
H: 2.88 0.06 1.58
H: 3.09 0.49 3.26
H: 1.47 2.08 2.55
H: 1.64 2.12 -0.51
H: 1.89 0.47 -0.96
H: -0.17 0.58 -2.39
H: -0.51 2.22 -1.71
H: -0.87 -1.39 -1.48
H: 1.86 -2.02 -1.29
H: 1.54 -3.43 -0.32
H: 2.16 -1.89 0.42
H: -1.52 2.18 2.01
H: -2.33 1.44 -0.84
H: -3.08 2.71 0.09
H: -3.11 1.06 0.71
C: -4.49 1.07 -3.37
O: -3.20 0.86 -2.82
H: -4.97 1.86 -2.81
H: -4.42 1.36 -4.42
H: -5.10 0.16 -3.29
H: -2.78 0.15 -3.33
C: 4.97 -2.34 5.05
O: 4.58 -0.98 4.92
H: 4.07 -2.95 5.09
H: 5.56 -2.65 4.18
H: 5.55 -2.49 5.96
H: 5.38 -0.45 4.88
C: -1.11 6.82 -2.93
O: 0.19 6.64 -2.40
H: -1.59 7.63 -2.38
H: -1.07 7.08 -3.99
H: -1.71 5.91 -2.81
H: 0.60 5.91 -2.89

Properties
**Kohn-Sham gap**: 9.94 eV
**LUMO**: 0.22 eV
**Spin multiplicity**: 1
**Highest occupied orbital energy**: -0.3573 Eh
**Total energy**: -148381.271 eV



# 8
DFT (ωB97M-V with the def2-TZVPD basis set) results for C3H2O6 as an isolated structure at a distorted geometry.

CARTESIAN COORDINATES (ANGSTROEM)
C: 0.16 0.20 -0.65
C: 0.47 -1.21 -0.07
C: 0.34 0.65 0.69
O: 1.06 1.15 -0.43
O: 0.89 -0.66 1.15
O: 0.92 -2.32 -0.56
O: -0.39 -2.20 -0.08
O: -1.48 0.96 -1.51
O: -0.13 1.44 1.64
H: -1.02 0.97 -2.37
H: -0.82 1.02 2.19

Properties
**Kohn-Sham gap**: 10.16 eV
**LUMO**: -0.82 eV
**Spin multiplicity**: 1
**Highest occupied orbital energy**: -0.4036 Eh
**Total energy**: -15418.697 eV
**Relative energy (zero: lowest compared OMol25 entry of this formula, charge and spin)**: 828.0 kJ/mol



# 9
DFT (ωB97M-V with the def2-TZVPD basis set) results for one molecule with the formula C3H8O at a distorted geometry.

CARTESIAN COORDINATES (ANGSTROEM)
C: 0.79 0.76 -0.75
C: -0.25 0.40 0.34
C: -0.07 -1.09 0.71
O: -1.60 0.68 -0.06
H: 0.50 0.32 -1.69
H: 0.82 1.86 -0.92
H: 1.77 0.43 -0.48
H: -0.02 0.95 1.26
H: -0.39 -1.74 -0.09
H: 0.98 -1.30 0.94
H: -0.71 -1.38 1.53
H: -1.82 0.12 -0.80

Properties
**Structure (SMILES)**: CC(C)O
**Kohn-Sham gap**: 11.33 eV
**LUMO**: 1.07 eV
**Spin multiplicity**: 1
**Highest occupied orbital energy**: -0.3771 Eh
**Total energy**: -5288.009 eV
**Relative energy (zero: lowest compared OMol25 entry of this formula, charge and spin)**: 13.6 kJ/mol



# 10
DFT (ωB97M-V with the def2-TZVPD basis set) results for a 2-piece molecular cluster, H4N2O3 overall at a distorted geometry.

CARTESIAN COORDINATES (ANGSTROEM)
N: 3.10 -0.40 -0.38
N: -2.53 -0.34 0.19
O: 2.18 0.34 0.18
O: -1.92 0.98 0.00
O: 1.01 -0.16 -0.01
H: -1.11 0.83 0.47
H: 3.92 0.14 -0.14
H: -1.73 -0.88 0.40
H: -2.92 -0.51 -0.70

Properties
**Kohn-Sham gap**: 6.61 eV
**LUMO**: -2.18 eV
**Spin multiplicity**: 1
**Highest occupied orbital energy**: -0.3231 Eh
**Total energy**: -9178.996 eV
**Relative energy (zero: lowest compared OMol25 entry of this formula, charge and spin)**: 203.5 kJ/mol



# 11
DFT (ωB97M-V with the def2-TZVPD basis set) results for one molecule with the formula C3H5NO2.

CARTESIAN COORDINATES (ANGSTROEM)
N: 0.53 -0.86 1.35
C: 0.01 0.37 1.09
O: -0.23 1.18 1.97
C: -0.25 0.76 -0.36
C: 0.00 -0.05 -1.56
O: -1.29 0.05 -1.02
H: 0.52 -1.61 0.67
H: 0.53 -1.14 2.32
H: -0.28 1.84 -0.45
H: 0.13 0.48 -2.50
H: 0.47 -1.04 -1.52

Properties
**Structure (SMILES)**: NC(=O)[C@H]1CO1
**Kohn-Sham gap**: 10.95 eV
**LUMO**: 0.83 eV
**Spin multiplicity**: 1
**Highest occupied orbital energy**: -0.3720 Eh
**Total energy**: -8776.164 eV
**Relative energy (zero: lowest compared OMol25 entry of this formula, charge and spin)**: 147.7 kJ/mol



# 12
DFT (ωB97M-V with the def2-TZVPD basis set) results for C25H26FN3PdSi as an isolated structure at a distorted geometry.

CARTESIAN COORDINATES (ANGSTROEM)
Pd: 1.02 0.21 -0.12
C: -3.67 -0.20 -0.32
Si: -2.26 0.40 0.79
C: -2.89 0.60 2.54
C: -1.48 1.89 -0.04
N: -0.77 -0.67 0.69
C: -0.75 -1.94 0.92
C: -1.84 -2.73 1.45
C: -1.80 -4.07 1.51
C: -0.64 -4.77 1.21
C: 0.44 -4.09 0.71
C: 0.33 -2.74 0.49
F: 1.33 -2.07 -0.18
H: -4.39 0.58 -0.39
H: -4.30 -1.07 -0.14
H: -3.29 -0.28 -1.30
H: -3.80 1.16 2.60
H: -2.21 1.09 3.28
H: -3.14 -0.40 2.88
H: -2.04 2.79 -0.09
H: -1.19 1.67 -1.10
H: -0.60 2.22 0.53
H: -2.72 -2.21 1.84
H: -2.65 -4.65 1.86
H: -0.62 -5.84 1.20
H: 1.31 -4.64 0.28
C: 3.63 3.67 -1.08
C: 3.13 4.04 -2.35
C: 2.22 3.19 -2.97
C: 1.87 2.01 -2.31
N: 2.29 1.73 -1.10
C: 3.19 2.51 -0.52
C: 1.02 0.99 -3.00
C: 0.80 1.03 -4.38
C: 0.02 0.02 -4.95
C: -0.43 -1.03 -4.12
C: -0.13 -1.03 -2.74
N: 0.52 0.00 -2.24
H: 4.35 4.34 -0.55
H: 3.44 4.98 -2.77
H: 1.76 3.44 -3.90
H: 3.44 2.22 0.48
H: 1.27 1.73 -5.03
H: -0.19 -0.09 -5.99
H: -1.01 -1.86 -4.51
H: -0.47 -1.87 -2.15
C: 0.21 0.02 3.94
C: 0.43 1.10 3.11
C: 1.51 1.09 2.23
C: 2.22 -0.12 2.19
C: 1.98 -1.26 2.85
C: 0.98 -1.14 3.84
H: -0.56 0.11 4.70
H: -0.12 2.01 3.18
H: 1.85 1.98 1.82
H: 2.61 -2.13 2.72
H: 0.79 -1.94 4.53

Properties
**Total charge**: +2
**Kohn-Sham gap (spin up / spin down)**: 8.36 / 6.87 eV
**LUMO (spin up / spin down)**: -6.15 / -8.31 eV
**Spin multiplicity**: 5
**Highest occupied orbital energy (spin up / spin down)**: -0.5333 / -0.5582 Eh
**Total energy**: -44874.794 eV
**Relative energy (zero: lowest compared OMol25 entry of this formula, charge and spin)**: 69.1 kJ/mol



Which of these has the lowest total energy? C14H30BrF9O6SSi2